Run w
12
Properties=species:S:1:pos:R:3 method="wB97M-V/def2-TZVPD" homo_energy_ev="-7.20 / -8.33" total_charge=0
C -0.404 0.948 -1.813
C 0.090 0.876 0.658
C 0.971 -0.469 0.791
N -0.278 1.298 -0.629
N -1.169 -1.597 0.077
S 0.341 -1.569 -0.573
Cl 2.691 -0.037 0.537
H -0.715 1.502 -2.638
H -0.939 0.520 1.108
H 0.543 1.741 1.112
H 0.675 -0.975 1.700
H -1.806 -2.239 -0.331

---

Run x
12
Properties=species:S:1:pos:R:3 method="wB97M-V/def2-TZVPD" homo_energy_ev=-8.72 total_charge=0
C -1.153 -0.417 0.134
C -1.056 1.194 0.263
C 1.710 0.190 0.407
H -0.671 -1.065 0.970
H -0.543 -0.888 -0.814
H -1.825 1.826 0.626
H 1.790 1.482 -1.136
H 1.253 -0.073 1.469
N 0.048 1.960 -0.023
N 1.146 1.090 -0.410
S 2.896 -0.985 -0.059
Cl -3.042 -0.745 -0.116

---

Last place for stability: run w

---

Run w
70
Properties=species:S:1:pos:R:3 method="wB97M-V/def2-TZVPD" homo_energy_ev="-10.48 / -10.48" multiplicity=5 total_charge=+1
Ru -0.036 -0.075 0.276
N 1.449 0.462 2.103
N 2.609 0.994 1.498
C 2.396 1.759 0.397
N 3.315 2.630 0.031
N 1.271 1.462 -0.273
N 0.783 2.309 -1.253
O -0.373 2.083 -1.542
O 1.480 3.171 -1.749
H 1.034 1.188 2.703
H 1.705 -0.369 2.623
H 3.309 1.354 2.135
H 3.995 2.952 0.699
H 3.138 3.177 -0.800
Cl -5.935 -2.862 2.417
C -4.679 -1.757 2.091
C -4.880 -0.366 2.395
Cl -6.364 0.133 3.068
C -3.891 0.549 2.149
Cl -4.077 2.218 2.496
C -2.657 0.127 1.589
O -1.682 0.913 1.346
C -2.461 -1.272 1.273
O -1.339 -1.617 0.754
C -3.499 -2.196 1.544
Cl -3.232 -3.847 1.173
C 0.807 6.679 1.840
N -0.180 5.672 1.496
C -1.349 5.892 0.783
C -1.980 4.707 0.680
N -1.186 3.778 1.322
C -0.083 4.366 1.825
S 1.184 3.645 2.693
H 0.376 7.659 1.657
H 1.704 6.555 1.235
H 1.074 6.582 2.889
H -1.620 6.868 0.424
H -2.912 4.442 0.215
H -1.418 2.797 1.449
C 2.446 -0.973 -1.849
Si 0.886 -1.822 -1.220
C -0.314 -2.107 -2.660
C -1.738 -2.479 -2.235
C -0.379 -0.834 -3.517
C 0.268 -3.245 -3.520
C 1.413 -3.314 -0.160
C 2.635 -3.968 -0.829
C 0.321 -4.373 0.014
C 1.837 -2.815 1.229
H 2.939 -1.633 -2.568
H 3.157 -0.783 -1.042
H 2.233 -0.032 -2.355
H -2.239 -1.641 -1.745
H -1.771 -3.329 -1.555
H -2.321 -2.735 -3.124
H -0.744 0.026 -2.950
H -1.072 -0.994 -4.348
H 0.589 -0.574 -3.949
H 0.252 -4.204 -3.001
H 1.294 -3.045 -3.840
H -0.336 -3.353 -4.425
H 2.423 -4.302 -1.847
H 2.926 -4.851 -0.252
H 3.496 -3.300 -0.863
H 0.031 -4.821 -0.937
H -0.570 -3.964 0.487
H 0.702 -5.180 0.648
H 2.593 -2.025 1.166
H 2.276 -3.639 1.800
H 0.973 -2.452 1.796

---

Run x
70
Properties=species:S:1:pos:R:3 method="wB97M-V/def2-TZVPD" homo_energy_ev="-10.47 / -10.47" multiplicity=5 total_charge=+1
Ru -0.113 -0.478 -0.073
N -1.771 1.105 1.239
N -1.007 2.099 1.863
C 0.179 2.394 1.319
N 0.864 3.444 1.744
N 0.685 1.458 0.485
N 1.606 1.756 -0.457
O 1.811 0.826 -1.236
O 2.159 2.837 -0.522
H -2.168 1.453 0.362
H -2.507 0.798 1.858
H -1.494 2.835 2.353
H 0.398 4.165 2.270
H 1.654 3.719 1.180
Cl -4.267 -3.805 -4.359
C -3.435 -2.576 -3.514
C -3.658 -1.215 -3.871
Cl -4.808 -0.826 -5.073
C -2.954 -0.213 -3.240
Cl -3.187 1.441 -3.640
C -2.021 -0.516 -2.224
O -1.332 0.372 -1.616
C -1.842 -1.901 -1.823
O -1.028 -2.152 -0.857
C -2.561 -2.907 -2.497
Cl -2.317 -4.536 -2.025
C -0.484 6.788 -1.850
N -0.329 5.597 -2.656
C 0.142 5.541 -3.958
C 0.073 4.258 -4.362
N -0.435 3.538 -3.298
C -0.675 4.355 -2.251
S -1.267 3.907 -0.743
H -0.443 7.664 -2.491
H 0.306 6.850 -1.102
H -1.445 6.748 -1.342
H 0.503 6.412 -4.474
H 0.327 3.811 -5.305
H -0.632 2.551 -3.270
C 1.695 -0.438 3.095
Si 1.035 -1.604 1.743
C 2.546 -2.466 0.865
C 2.091 -3.138 -0.435
C 3.608 -1.414 0.536
C 3.162 -3.498 1.816
C -0.344 -2.725 2.562
C 0.024 -2.992 4.024
C -0.463 -4.059 1.816
C -1.697 -2.008 2.512
H 2.292 -1.016 3.803
H 0.884 0.035 3.653
H 2.330 0.351 2.688
H 1.619 -2.410 -1.104
H 1.382 -3.946 -0.252
H 2.958 -3.557 -0.955
H 3.221 -0.643 -0.129
H 4.440 -1.900 0.017
H 4.006 -0.942 1.436
H 2.458 -4.278 2.106
H 3.547 -3.024 2.721
H 4.005 -3.987 1.316
H 0.971 -3.531 4.107
H -0.752 -3.614 4.482
H 0.100 -2.073 4.606
H 0.456 -4.641 1.886
H -0.705 -3.907 0.764
H -1.267 -4.655 2.260
H -1.663 -1.076 3.083
H -2.468 -2.649 2.950
H -1.996 -1.792 1.482

---

Last place for stability: run x

---

Run w
10
Properties=species:S:1:pos:R:3 method="wB97M-V/def2-TZVPD" homo_energy_ev="-7.98 / -8.29" total_charge=0
C -0.439 -0.677 -1.080
C -2.120 1.007 -0.496
C 1.574 0.048 0.822
N -1.110 0.396 -0.606
O -2.949 1.788 -0.269
S 1.155 -0.997 -0.620
S 1.457 -1.326 1.850
H -1.120 -1.484 -1.278
H 2.590 0.260 0.685
H 0.962 0.985 0.992

---

Run x
10
Properties=species:S:1:pos:R:3 method="wB97M-V/def2-TZVPD" homo_energy_ev="-8.39 / -8.35" total_charge=0
C 1.178 1.704 -1.289
C -1.476 -1.218 -0.072
C 0.112 -1.884 1.592
N 0.604 2.639 -1.741
O -0.485 -1.130 0.699
S -2.461 0.043 -0.551
S 1.889 0.565 -0.445
H -0.475 -2.323 2.450
H 1.115 -1.622 1.646
H -0.001 3.227 -2.288

---

Last place for stability: run x

---

Run w
16
Properties=species:S:1:pos:R:3 method="wB97M-V/def2-TZVPD" homo_energy_ev=-9.21 total_charge=0
C 0.464 0.081 -0.593
C 1.215 1.176 -0.159
C 1.502 1.301 1.180
C 0.206 -0.575 1.874
C -1.753 -1.478 -2.271
C -2.215 -0.478 -2.781
H -1.053 -1.133 0.025
H 1.236 1.955 -0.934
H 2.129 2.230 1.623
H 1.544 0.367 3.175
H -1.422 -2.344 -1.760
H -2.461 0.482 -3.144
N -0.138 -0.626 0.499
N 1.300 0.257 2.096
O -0.038 -0.128 -1.633
O -0.515 -1.088 2.801

---

Run x
16
Properties=species:S:1:pos:R:3 method="wB97M-V/def2-TZVPD" homo_energy_ev=-8.12 total_charge=0
C -0.910 0.839 -0.741
C 0.593 0.693 -0.971
C 1.376 0.004 -0.125
C 0.746 -0.882 0.692
C -0.686 -0.864 0.919
C -1.529 0.079 0.279
H -2.325 2.321 -1.100
H -0.962 2.335 -2.276
H 1.202 1.311 -1.566
H 2.525 0.072 -0.073
H -1.238 -1.507 1.718
H -2.490 0.442 0.795
N -1.477 1.784 -1.346
N 1.550 -1.896 1.221
O 0.970 -2.651 1.976
O 2.655 -2.080 0.596

---

Last place for stability: run x